No. 1
C23H32HfN as an isolated structure, computed with ωB97M-V/def2-TZVPD.

```
57
Properties=species:S:1:pos:R:3:forces:R:3
C 1.48276 -1.79899 0.43154 -0.26 -0.55 -0.88
C 2.01538 -1.19760 -0.75384 -0.60 -0.39 0.13
C 1.03630 -1.30377 -1.79252 0.16 -0.74 0.57
C -0.09343 -2.01793 -1.26744 0.91 -0.83 0.47
C 0.17770 -2.31052 0.12067 0.79 -0.47 -0.90
Hf -0.02034 0.02987 -0.04327 -0.80 2.50 -2.01
C -3.29323 1.40698 -1.45133 3.98 1.36 1.00
C -2.86566 0.98962 -0.19984 -0.26 0.62 -1.66
H -2.71979 1.71930 0.60225 -0.68 0.13 -0.15
C -2.29661 -0.32731 0.07597 0.15 -0.59 -0.15
H -2.72989 -1.09064 -0.58247 0.25 0.16 0.34
H -2.44352 -0.64343 1.12093 -0.04 -0.01 -0.08
C -3.27763 2.95749 -1.66218 -0.76 -0.28 0.17
H -2.64740 3.49546 -0.93027 -0.57 -0.46 0.04
H -2.83188 3.23692 -2.63053 -0.48 -0.28 0.15
H -4.29924 3.36580 -1.59785 0.39 0.07 -0.21
C -2.82234 0.61245 -2.69963 -0.78 -0.19 0.30
H -1.83812 0.09868 -2.56994 -0.67 0.07 0.39
H -3.59447 -0.14123 -2.95606 0.64 0.26 -0.31
H -2.60984 1.28970 -3.54766 -0.67 -0.32 0.35
C 3.41095 -0.69738 -0.88028 0.40 0.37 -0.06
H 3.69829 -0.12048 0.00893 0.06 -0.13 -0.21
H 4.13077 -1.52298 -0.98340 -0.30 0.07 0.06
H 3.52931 -0.03951 -1.74646 -0.02 -0.25 0.18
C 1.22132 -0.86096 -3.20616 -0.04 0.35 -0.27
H 1.64014 0.15220 -3.23808 -0.01 -0.25 -0.10
H 1.90886 -1.53270 -3.74417 -0.25 0.16 0.18
H 0.26722 -0.82794 -3.74783 0.26 -0.10 0.10
C -1.17810 -2.64616 -2.08185 -0.43 -0.01 -0.14
H -1.26447 -2.17597 -3.06811 -0.01 -0.13 0.24
H -0.96809 -3.71615 -2.23994 0.06 0.34 0.06
H -2.15470 -2.57962 -1.59086 0.20 -0.10 -0.18
C -0.62444 -3.19232 1.01926 -0.33 -0.08 0.21
H -1.65958 -3.28914 0.67436 0.21 0.03 0.07
H -0.18596 -4.20140 1.05897 -0.10 0.27 -0.03
H -0.64972 -2.80946 2.04898 -0.01 -0.12 -0.18
C 2.27202 -2.12475 1.65560 0.16 0.18 0.36
H 1.63471 -2.19874 2.54420 0.11 -0.05 -0.11
H 2.78843 -3.09144 1.53687 -0.21 0.29 0.00
H 3.04048 -1.36678 1.84820 -0.12 -0.16 0.01
C 1.00016 1.85588 -1.15826 -2.70 3.85 0.79
C 0.16419 2.95879 -1.87212 -0.98 -4.34 0.04
C 2.30497 2.07547 -1.58887 1.19 0.12 -1.19
C 0.29383 2.85551 -3.25820 -0.22 1.00 -0.32
H -0.78253 3.50564 -1.63939 0.75 -1.32 0.88
C 2.60419 2.53217 -2.90826 -0.08 0.76 0.15
H 3.05180 1.97924 -0.77264 0.04 -0.50 -1.31
C 1.57342 2.76502 -3.85245 -1.10 -0.48 1.20
H -0.72340 2.87669 -3.74524 1.55 0.88 -0.32
H 3.60745 2.82411 -3.18039 0.26 -0.32 0.09
H 1.60353 3.01509 -4.92065 0.74 -0.51 0.52
C -0.00674 0.17551 4.65287 0.03 -0.19 0.71
C 0.09753 0.24519 3.21765 -0.10 0.56 -2.64
N 0.13116 0.35049 2.05360 0.25 -0.33 4.29
H 0.87717 -0.33824 5.06841 -0.32 0.21 -0.20
H -0.91132 -0.39575 4.92964 0.36 0.25 -0.19
H -0.07099 1.18883 5.08413 0.03 -0.36 -0.27
```
Forces are in eV/Å.

Summary:
- Gap between HOMO and LUMO: 6.353 eV
- E_HOMO: -0.3760 hartree
- Total charge: +1
- E_tot: -27156.9167 eV



No. 2
C23H32IIrNO2S2Si2 as an isolated structure, computed with ωB97M-V/def2-TZVPD.

```
64
Properties=species:S:1:pos:R:3:forces:R:3
Ir 0.19318 -1.14099 0.35122 0.04 0.12 0.22
C -0.17414 1.56056 -2.11987 -0.03 0.05 -0.05
Si -1.76335 0.65791 -1.68660 0.03 0.07 -0.02
C -3.17076 1.89082 -1.87689 -0.03 -0.03 0.03
C -2.03991 -0.69835 -2.95779 0.07 -0.02 0.00
C -1.72303 -0.14497 0.01557 0.02 -0.03 -0.08
C -2.35668 -1.49534 -0.01650 -0.04 -0.07 -0.10
C -3.67340 -1.93728 -0.07807 -0.01 -0.01 -0.05
C -3.91462 -3.30159 -0.08931 -0.02 0.01 -0.01
C -2.86101 -4.20776 -0.02976 0.03 0.00 -0.01
C -1.57296 -3.71586 0.04990 -0.05 0.02 -0.05
N -1.36312 -2.40222 0.05154 0.10 -0.06 0.18
Si -2.30076 0.78644 1.54624 0.07 0.03 0.03
C -4.09465 1.34372 1.46386 -0.01 -0.02 -0.02
C -1.24979 2.28244 1.90706 -0.06 0.06 0.03
C -2.17558 -0.39862 3.00304 0.07 -0.01 0.01
H 0.12766 1.29478 -3.13648 0.00 0.02 0.00
H 0.65007 1.30957 -1.45619 0.02 -0.02 0.03
H -0.31099 2.64431 -2.09668 0.00 0.00 0.03
H -3.24074 2.21557 -2.91837 0.02 0.01 0.00
H -3.00092 2.78029 -1.26483 -0.02 0.00 0.01
H -4.13653 1.46650 -1.59349 0.00 0.00 -0.02
H -2.01295 -0.25633 -3.95703 0.00 -0.01 0.00
H -3.00258 -1.19999 -2.84043 0.00 0.01 0.01
H -1.25511 -1.45874 -2.91442 -0.02 -0.01 0.00
H -4.48284 -1.22297 -0.13338 0.01 0.00 0.00
H -4.93222 -3.66622 -0.14878 0.00 0.00 0.00
H -3.03492 -5.27363 -0.04094 0.00 0.00 0.00
H -0.69533 -4.34583 0.11403 -0.01 -0.01 0.01
H -4.24708 2.11994 0.71392 0.00 0.01 0.00
H -4.37508 1.76044 2.43533 0.00 0.00 0.00
H -4.78714 0.52704 1.25076 0.00 0.00 0.02
H -1.45720 3.10919 1.22250 0.05 -0.03 -0.05
H -0.19040 2.03576 1.86083 0.01 -0.02 0.01
H -1.47636 2.63564 2.91715 0.00 0.02 -0.02
H -2.90432 -1.21019 2.93454 0.01 -0.01 -0.02
H -2.36102 0.13860 3.93646 -0.02 -0.03 0.01
H -1.18173 -0.85228 3.08417 0.01 0.01 0.01
C 3.72551 -3.01378 -1.96820 0.01 0.01 0.01
C 2.71265 -2.67110 -0.92270 -0.03 -0.05 0.06
S 1.32014 -1.84911 -1.43407 -0.10 0.12 -0.05
C 2.87404 -2.96430 0.41269 -0.11 -0.11 -0.02
C 4.08433 -3.67207 0.93628 0.02 0.01 -0.02
S 1.66343 -2.49157 1.49379 0.22 -0.06 0.02
H 3.43077 -2.62730 -2.94274 -0.01 -0.02 0.00
H 3.86403 -4.09399 -2.04917 0.01 0.00 0.01
H 4.68585 -2.56611 -1.70347 0.00 0.00 -0.01
H 4.95470 -3.01583 0.85224 -0.01 0.01 0.00
H 4.29544 -4.57860 0.36585 0.00 0.00 0.00
H 3.96039 -3.93700 1.98434 -0.01 0.00 0.00
I 4.32982 6.89272 0.65386 -0.01 -0.02 0.00
C 3.73065 4.89087 0.59201 0.01 0.03 0.00
C 4.68857 3.88942 0.66105 -0.01 -0.01 0.00
C 4.28464 2.56512 0.61170 0.02 0.01 -0.01
C 2.93740 2.23786 0.51336 -0.04 -0.03 0.04
C 1.99332 3.25311 0.44563 0.01 -0.01 0.01
C 2.38402 4.58402 0.47874 -0.01 0.00 0.00
C 2.55835 0.77892 0.44602 0.18 -0.17 0.25
O 3.39801 -0.03845 0.10821 -0.05 -0.01 -0.06
O 1.32990 0.52171 0.79611 -0.28 0.23 -0.36
H 5.73681 4.13977 0.74807 0.00 0.00 0.00
H 5.01094 1.76438 0.64561 0.00 0.00 0.00
H 0.94843 2.99874 0.35566 -0.03 0.01 -0.01
H 1.64614 5.37222 0.41683 0.00 0.00 0.00
```
Forces are in eV/Å.

Summary:
- Multiplicity: 2
- Gap between HOMO and LUMO (spin up / spin down): 6.638 / 6.621 eV
- E_HOMO (spin up / spin down): -0.2749 / -0.3011 hartree
- E_tot: -78324.0623 eV
- <S²>: 0.759



No. 3
A single C23H32N2O3 molecule, computed with ωB97M-V/def2-TZVPD.

```
60
Properties=species:S:1:pos:R:3:forces:R:3
C 2.77753 1.66849 -0.65734 -0.02 0.18 -0.02
C 2.06706 0.59418 -0.37085 0.01 -0.32 -0.04
C 2.60709 -0.79934 -0.36464 0.07 -0.19 0.25
C 2.65442 -1.44259 1.03561 -0.22 0.69 0.11
O 3.04058 -2.79066 0.81438 0.11 -0.34 -0.06
C 3.67826 -0.69362 1.91428 -0.19 -0.23 -0.10
C 3.78355 -1.23842 3.30383 0.09 0.07 -0.23
C 3.41640 -0.58314 4.38932 0.02 -0.06 0.18
C 1.27615 -1.42932 1.72545 0.27 -0.06 0.05
N 0.29829 -2.10382 0.90658 0.39 -0.11 -0.04
C -0.94717 -1.63746 0.70429 -0.07 -0.68 -0.26
O -1.38120 -0.65547 1.27133 -0.20 0.47 0.18
C -1.77018 -2.48157 -0.27621 -0.19 0.33 0.11
C -1.03098 -2.66406 -1.61209 -0.09 -0.18 -0.03
C -2.03414 -2.74515 -2.76089 0.16 0.11 -0.13
C -2.76778 -1.41910 -2.84836 0.11 -0.45 -0.11
O -2.89031 -0.78962 -3.88096 0.06 0.13 -0.35
N -3.22408 -0.99434 -1.65057 0.03 0.27 0.18
C -3.91758 0.27285 -1.54488 -0.11 0.36 -0.01
C -3.11861 1.31799 -0.76563 0.00 -0.21 -0.25
C -1.77390 1.61408 -1.43417 -0.20 0.04 0.17
C -1.02437 2.70280 -0.72079 0.05 -0.04 -0.11
C -0.64816 2.54209 0.60913 -0.04 0.05 0.06
C 0.05073 3.53654 1.26856 0.02 0.00 0.07
C 0.38208 4.70968 0.61088 0.08 0.12 0.03
C 0.00802 4.88103 -0.71029 0.06 0.12 0.00
C -0.69034 3.88363 -1.36944 -0.01 -0.03 -0.02
C -3.16178 -1.85914 -0.49699 -0.01 -0.38 0.33
H 2.33648 2.65038 -0.65861 -0.17 0.21 0.03
H 3.82432 1.60913 -0.90889 0.23 -0.10 -0.06
H 1.01877 0.69828 -0.13181 -0.20 0.10 0.04
H 1.98727 -1.43655 -0.99986 0.03 -0.04 -0.03
H 3.61997 -0.81565 -0.76992 0.03 -0.04 -0.02
H 3.23799 -3.19818 1.66533 -0.01 -0.02 -0.02
H 3.39130 0.35781 1.94440 0.04 0.03 0.00
H 4.65282 -0.77386 1.42526 -0.02 0.06 -0.09
H 4.21035 -2.23113 3.39442 0.05 -0.13 0.14
H 3.51781 -1.00574 5.37433 0.03 -0.13 0.17
H 3.00324 0.41017 4.33470 -0.08 0.24 -0.07
H 0.93111 -0.41026 1.90187 0.03 -0.04 0.05
H 1.36233 -1.93544 2.69676 0.01 0.18 -0.11
H 0.63233 -2.92421 0.42422 -0.15 0.02 -0.06
H -1.91503 -3.45824 0.19904 0.01 0.05 -0.04
H -0.37413 -1.80943 -1.79535 0.05 -0.04 0.01
H -0.41371 -3.56455 -1.59412 0.08 0.07 0.00
H -1.52955 -2.92322 -3.71036 -0.13 0.05 0.03
H -2.74756 -3.55426 -2.58940 -0.03 -0.05 -0.01
H -4.08051 0.61652 -2.56952 -0.08 -0.03 0.16
H -4.88962 0.11108 -1.06571 0.03 -0.01 -0.07
H -2.94137 0.96619 0.25095 -0.04 0.06 0.06
H -3.71006 2.23395 -0.71058 -0.03 0.03 0.04
H -1.17359 0.70043 -1.42637 0.03 -0.05 -0.08
H -1.93776 1.89233 -2.47679 0.05 -0.04 -0.04
H -0.90531 1.63088 1.12895 -0.02 -0.13 0.05
H 0.33942 3.39707 2.30073 0.02 -0.02 0.08
H 0.92921 5.48620 1.12590 0.03 0.06 0.04
H 0.26170 5.79377 -1.23048 0.02 0.07 -0.04
H -0.97630 4.02336 -2.40250 -0.03 -0.01 -0.11
H -3.90308 -2.66346 -0.60160 0.07 0.07 0.09
H -3.41846 -1.26993 0.38545 -0.02 -0.10 -0.11
```
Forces are in eV/Å.

Summary:
- SMILES: C=CCC(O)(CC=C)CNC(=O)[C@@H]1CCC(=O)N(CCCc2ccccc2)C1
- Gap between HOMO and LUMO: 9.253 eV
- E_HOMO: -0.3215 hartree
- E_tot: -33493.7030 eV